No. 1
C2H4BrO2P | ωB97M-V/def2-TZVPD

Computed properties:
**Kohn-Sham gap**: 10.306 eV
**Relative energy (zero: lowest compared OMol25 entry of this formula, charge and spin)**: 35.61 kJ/mol
**HOMO**: -9.753 eV

Positions of all 10 atoms, in Å:
C -1.1155 0.1698 -0.8265
C -0.7386 -0.7354 0.3222
O -1.4574 -1.4829 0.8884
O 0.5676 -0.6643 0.8381
P 1.8704 0.0450 0.1059
Br 1.7087 2.1004 0.6988
H -0.3597 0.0913 -1.6109
H -1.2485 1.1145 -0.2671
H -1.8667 -0.3058 -1.3410
H 2.6398 -0.3325 1.1920

Cartesian forces (eV/Å) of the 6 atoms listed first:
C 2.5 -0.3 1.6
C 1.1 -0.4 0.1
O -0.8 -0.4 0.1
O -0.7 0.3 -0.5
P -0.3 -1.3 -0.6
Br -0.1 1.5 0.4

No. 2
C3H11NO2 | ωB97M-V/def2-TZVPD

Computed properties:
**Kohn-Sham gap**: 10.366 eV
**Relative energy (zero: lowest compared OMol25 entry of this formula, charge and spin)**: 80.02 kJ/mol
**HOMO**: -9.514 eV

Positions of all 17 atoms, in Å:
N -1.5631 2.1325 0.4410
C -0.5035 2.0434 -0.5503
C 0.3382 0.7574 -0.3677
C -0.0267 -0.5456 -0.9980
O 1.1187 -1.3838 -0.9544
H -2.2150 2.8793 0.1824
H -1.2193 2.4875 1.3309
H -0.7922 2.1191 -1.6010
H 0.2709 2.8080 -0.3973
H 0.3751 0.5913 0.7220
H 1.3922 0.9726 -0.5394
H -0.3693 -0.4493 -2.0311
H -0.8069 -1.0805 -0.4796
H 1.5799 -1.5360 -1.7777
O 0.5807 -2.7473 2.1400
H 0.9410 -1.9523 1.7367
H -0.3634 -2.7071 1.9700

Cartesian forces (eV/Å) of the 6 atoms listed first:
N -1.1 0.8 -0.3
C 1.9 -0.6 0.2
C 0.0 0.8 1.6
C 0.3 -0.4 -1.3
O 0.3 -0.7 0.8
H 0.1 -0.5 -0.2

No. 3
C6H18BrO3 | ωB97M-V/def2-TZVPD

Computed properties:
**Kohn-Sham gap**: 7.876 eV
**Relative energy (zero: lowest compared OMol25 entry of this formula, charge and spin)**: 646.29 kJ/mol
**HOMO**: -4.258 eV
**Total charge**: -1

Positions of all 28 atoms, in Å:
Br 13.5207 19.1422 -1.0568
C 14.6733 14.9446 -1.0657
C 14.2904 16.4165 -0.8745
O 14.5341 17.0756 -2.1083
H 15.6316 14.8526 -1.5768
H 13.9653 14.5733 -1.8067
H 14.6694 14.2481 -0.2272
H 14.8149 16.8633 -0.0299
H 13.2580 16.4613 -0.5278
H 14.2116 17.9755 -2.0206
C 17.0315 21.8052 -1.8886
C 16.0102 20.8948 -1.1919
O 14.8238 21.0008 -1.9559
H 16.8203 22.8686 -1.7763
H 17.1302 21.5271 -2.9379
H 18.0362 21.6906 -1.4819
H 15.8448 21.1698 -0.1502
H 16.3773 19.8720 -1.2768
H 14.2235 20.2959 -1.7024
C 10.6074 18.6617 -4.3253
C 11.9046 18.9019 -3.6745
O 11.5959 19.2397 -2.3586
H 10.6551 18.6339 -5.4139
H 9.8755 19.4289 -4.0725
H 10.1805 17.7115 -4.0046
H 12.4425 19.8171 -3.9219
H 12.4947 17.9856 -3.6936
H 12.3880 19.4088 -1.8432

Cartesian forces (eV/Å) of the 6 atoms listed first:
Br 3.2 -3.1 11.6
C -0.1 0.1 -1.1
C 0.5 -0.9 0.1
O 1.3 -3.9 -0.4
H 0.2 0.2 0.2
H -0.1 -0.3 0.0

No. 4
C6H14BrNO3S | ωB97M-V/def2-TZVPD

Computed properties:
**Kohn-Sham gap**: 9.749 eV
**Relative energy (zero: lowest compared OMol25 entry of this formula, charge and spin)**: 98.73 kJ/mol
**HOMO**: -9.377 eV

Positions of all 26 atoms, in Å:
C 1.8459 -1.0875 1.7836
C 2.4538 -0.5474 -0.6602
C -1.9508 2.3452 -0.6796
C -2.3890 -0.2230 -0.5239
C 1.4460 -0.3968 0.4632
C -2.1168 1.0663 0.1196
N 0.4454 0.2337 0.2364
O -0.4983 1.9103 2.1091
O -1.0642 -0.4727 2.2680
O -2.7613 1.3228 1.3239
S -1.1318 0.7160 1.5190
Br 2.4851 2.7511 1.7694
H 2.7538 -0.6335 2.2333
H 1.0140 -0.8532 2.5741
H 2.0371 -2.2139 1.6694
H 2.0963 -0.1782 -1.6485
H 2.8383 -1.5568 -0.8176
H 3.3121 0.0678 -0.2933
H -2.7073 3.1828 -0.4230
H -1.0563 2.7849 -0.2504
H -1.8842 2.0207 -1.7787
H -1.7518 -0.4108 -1.4029
H -3.2740 0.0535 -0.9845
H -2.4572 -1.0740 0.1088
H 0.2170 0.5460 -0.6702
H 1.0202 2.6640 1.8663

Cartesian forces (eV/Å) of the 6 atoms listed first:
C -1.5 0.5 1.5
C 0.8 0.5 0.0
C -0.2 -0.2 -0.8
C 0.4 0.4 -2.1
C 5.5 -3.8 -0.2
C 1.4 0.4 0.8